C18H16BF2NO4 in the gas phase. Source: the Open Molecules 2025 dataset; level of theory: ωB97M-V/def2-TZVPD.

The geometry in XYZ format:
```
42
Properties=species:S:1:pos:R:3:forces:R:3
O 2.1274 0.4149 -0.1586 0.508 0.759 0.578
C 1.1506 -0.2674 -0.3427 -0.866 -1.985 1.102
N 0.4638 -0.9191 0.6531 0.961 0.245 -0.439
C 0.6668 -0.7147 2.0819 0.381 -1.946 1.343
C -0.5245 -1.1414 2.9607 -0.057 -0.130 -0.179
C -1.6350 -0.1645 3.0199 -0.745 0.135 2.518
C -2.3133 0.1915 4.1831 1.306 -0.950 -1.469
O -3.2963 1.1069 3.9520 0.168 0.333 -0.921
C -3.2279 1.3702 2.5921 0.813 -0.438 -0.816
C -3.9556 2.2691 1.8097 -0.582 -0.437 1.334
C -3.7774 2.2668 0.4585 0.313 -0.673 -0.526
C -2.8429 1.4100 -0.1419 -0.149 1.080 -0.170
C -2.0154 0.6209 0.5944 -0.471 0.253 0.811
C -2.2174 0.5808 1.9786 -1.172 0.781 0.201
B 1.9864 -1.4635 2.6798 0.789 0.274 -0.679
O 3.1498 -1.2934 1.9340 -1.506 0.165 0.231
O 1.9296 -2.1516 3.8786 0.748 0.255 -0.580
C 0.5674 -0.5497 -1.7313 2.016 0.395 -0.982
F 0.0285 -1.7767 -1.7088 -0.902 -0.779 -0.125
F -0.4123 0.3740 -1.8967 -0.672 0.077 -0.260
C 1.5226 -0.4301 -2.9322 -0.403 1.222 0.233
C 1.2230 -1.0646 -4.1352 -0.444 -0.877 0.962
C 1.7859 -0.6518 -5.3186 -0.113 -0.549 -0.111
C 2.7037 0.3771 -5.3408 -0.656 -0.125 -0.739
C 3.0143 0.9957 -4.1720 0.514 0.424 1.001
C 2.4173 0.6342 -2.9690 -0.065 0.494 0.428
H -0.1478 -1.6762 0.4203 -0.204 -0.106 -0.377
H 0.8327 0.3130 2.2508 0.206 1.491 0.085
H -0.8991 -2.1363 2.6696 0.178 0.145 -0.104
H -0.1439 -1.2621 3.9789 -0.022 -0.106 -0.202
H -2.1419 -0.2112 5.1872 -0.433 0.530 -0.401
H -4.7307 2.8688 2.2322 -0.295 0.419 0.385
H -4.3916 2.8845 -0.1706 -0.110 0.269 -0.056
H -2.7017 1.5062 -1.1946 0.072 -0.179 -0.632
H -1.2048 0.0983 0.1585 -0.199 -0.204 -0.229
H 2.8441 -0.7079 1.1912 1.026 -0.380 0.486
H 2.8016 -2.4612 4.1930 -0.561 0.217 -0.356
H 0.5365 -1.9085 -4.0774 0.007 0.233 -0.371
H 1.4921 -1.1466 -6.2227 -0.053 -0.150 -0.367
H 3.0390 0.7651 -6.2883 0.384 -0.084 -0.099
H 3.7304 1.7935 -4.1801 0.150 0.412 0.073
H 2.5661 1.2570 -2.0766 0.138 -0.511 -0.580
```
Positions in Å, forces in eV/Å.

As for the LUMO energy: 0.5 eV. The SMILES is O=C(N[C@@H](Cc1coc2ccccc12)B(O)O)C(F)(F)c1ccccc1. Its molar mass is 359.1 g/mol.

A molecular structure, C30H32AuBrNO2PSi. Source: the Open Molecules 2025 dataset; level of theory: ωB97M-V/def2-TZVPD.

The geometry in XYZ format:
```
69
Properties=species:S:1:pos:R:3:forces:R:3
Au -1.0359 -0.8206 0.5596 0.264 0.205 -0.631
Br -1.3562 2.5175 1.2047 -0.088 -0.042 0.086
C -2.1550 1.3562 2.4846 0.273 0.520 -0.237
C -2.6826 1.9168 3.6341 0.212 0.182 -0.391
C -3.2537 1.0585 4.5411 -0.151 -0.274 0.281
C -3.2612 -0.2933 4.2647 -0.042 -0.153 0.139
C -2.6969 -0.7695 3.0896 -0.236 -0.109 0.398
N -2.1589 0.0677 2.1959 -0.107 -0.064 0.090
C -2.7105 -2.2986 2.8256 -0.085 -0.039 0.238
O -3.1929 -2.9592 3.7621 -0.055 -0.041 -0.031
O -2.2548 -2.6690 1.7331 -0.053 -0.138 -0.018
H -2.6304 2.9805 3.8014 0.050 0.043 -0.061
H -3.6769 1.4427 5.4612 -0.006 -0.015 0.021
H -3.6733 -1.0303 4.9381 0.007 -0.005 -0.026
C -0.6462 -2.7276 -2.2273 0.033 0.013 0.077
P 0.3059 -1.5935 -1.1327 0.142 -0.416 -0.235
C 1.3693 -2.6921 -0.1489 0.003 0.109 0.205
C 1.6681 -3.9867 -0.5511 0.012 -0.016 -0.014
C 2.2424 -4.9027 0.3218 -0.025 0.011 -0.049
C 2.4981 -4.5018 1.6326 -0.016 0.077 0.023
C 2.2377 -3.2105 2.0496 -0.014 -0.028 -0.089
C 1.7067 -2.2385 1.1692 -0.048 0.048 -0.140
C 1.3168 -0.6464 -2.2479 -0.053 0.298 0.211
C 2.6962 -0.6353 -2.0894 -0.069 0.001 -0.096
C 3.5682 0.1188 -2.8716 -0.068 0.041 0.010
C 2.9825 0.9166 -3.8952 -0.095 -0.025 0.098
C 1.6434 1.0017 -4.0970 -0.014 -0.114 0.019
C 0.6121 0.3210 -3.2095 0.057 0.050 0.063
H 0.0029 -3.2520 -2.9318 -0.009 0.013 0.006
H -1.3652 -2.1265 -2.7865 0.011 0.008 -0.013
H -1.1980 -3.4304 -1.6007 0.003 0.001 -0.030
H 1.4165 -4.3001 -1.5590 0.013 -0.010 0.020
H 2.4552 -5.9155 -0.0006 -0.005 0.017 -0.005
H 2.9245 -5.2105 2.3363 -0.002 0.011 0.008
H 2.4861 -2.9189 3.0627 -0.004 0.021 -0.006
H 1.8062 -0.1582 0.7064 -0.073 0.068 0.004
H 3.1181 -1.2798 -1.3226 -0.014 -0.005 0.022
H 4.6409 0.0671 -2.7358 -0.037 -0.005 0.001
H 3.6361 1.4875 -4.5537 -0.018 -0.010 -0.018
H 1.2689 1.6387 -4.8955 0.008 -0.034 -0.023
H -0.0952 -0.2487 -3.8415 -0.004 0.062 -0.015
C 1.5299 -0.8487 1.4975 0.247 -0.020 0.313
C 1.3436 -0.2793 2.7942 -0.184 -0.159 -0.061
C 1.5854 1.1036 3.0275 -0.048 -0.038 0.079
C 1.3051 1.7066 4.2405 -0.004 -0.096 -0.022
C 0.7716 0.9795 5.3084 0.014 0.006 -0.064
C 0.5075 -0.3761 5.1036 0.048 0.012 -0.097
C 0.7772 -0.9914 3.8926 0.064 0.089 0.021
H 1.9832 1.6946 2.2085 -0.003 0.011 0.022
H 1.5005 2.7688 4.3616 0.008 -0.011 -0.026
H 0.5488 1.4568 6.2562 0.006 -0.008 -0.021
H 0.0551 -0.9580 5.9020 0.004 -0.017 -0.050
H 0.4926 -2.0279 3.7470 0.003 0.027 0.037
C -2.7562 3.1395 -2.5837 -0.029 0.068 0.093
Si -1.1512 2.6700 -3.4509 -0.049 0.036 0.024
C -1.6725 2.1312 -5.1780 0.003 -0.082 -0.100
C -0.1173 4.2326 -3.5843 0.041 0.162 -0.041
C -0.2677 1.3673 -2.4545 0.119 -0.108 0.038
H -3.2771 3.9450 -3.1139 0.017 -0.036 0.033
H -2.5622 3.4713 -1.5579 -0.052 -0.032 -0.085
H -3.4272 2.2768 -2.5262 0.029 0.045 0.015
H -2.1909 2.9557 -5.6813 0.020 -0.060 0.028
H -2.3628 1.2834 -5.1214 0.035 0.036 -0.009
H -0.8260 1.8294 -5.7980 -0.010 -0.001 0.016
H -0.5569 4.9612 -4.2766 0.035 -0.046 0.068
H 0.8974 3.9965 -3.9156 -0.055 0.011 0.015
H -0.0469 4.7018 -2.5961 0.034 -0.020 -0.088
H 0.3814 1.8814 -1.7317 -0.047 -0.008 -0.008
H -1.0233 0.8534 -1.8456 0.054 -0.017 -0.023
```
Positions in Å, forces in eV/Å.

Its charge is -2. As for the LUMO energy: 4.3 eV. The energy above the lowest of the compared OMol25 structures with the same formula, charge and spin is 21.6 kcal per mole. Its molar mass is 774.5 g/mol.

E, record by record: -34719.64614, -128117.04079 eV
Highest occupied orbital energy, record by record: -8.183, -0.012 eV